Molecular formula: C18H21NO6SSe2SnTe2
Method: DFT, the ωB97M-V functional and the def2-TZVPD basis

```
52
C18H21NO6SSe2SnTe2 (the ωB97M-V functional and the def2-TZVPD basis)
Te 4.01316 2.80180 3.59753
Te 4.03367 2.49435 6.31144
Sn 1.69829 -0.37910 1.85633
Se 1.50625 2.93898 4.07322
Se 1.81883 1.31421 5.77469
S 0.58417 1.16809 -1.50346
O -0.28485 1.12679 1.39068
O 0.30149 -0.45330 3.47794
O 0.31714 -3.98809 0.26149
O 0.57290 -1.88194 0.92920
O -1.03363 0.79716 4.74481
O 1.59088 0.31318 -0.79218
N 2.07968 -2.53218 3.04013
C -0.90489 0.19549 -1.70670
C 2.43008 0.23419 -4.97151
C -2.10886 0.86315 -1.87447
C 1.09845 1.15806 -3.22048
C 2.04698 0.24060 -3.63883
C -0.66499 0.39554 3.65635
C 1.77378 -3.61222 2.09838
C -2.00817 -1.91616 -1.78049
C -1.34313 0.87596 2.35709
C -3.27244 0.12295 -2.02120
C -3.21982 -1.26472 -1.96931
C -2.13908 2.14639 2.57258
C -2.19407 -0.24226 1.78170
C 0.92935 2.06176 -5.42714
C 0.54362 2.07890 -4.09495
C 1.86969 1.13896 -5.86376
C -0.83613 -1.18501 -1.65707
C 0.79510 -3.15969 1.00876
H 1.35719 -4.50000 2.57511
H 2.95107 -2.68668 3.53185
H -1.50676 2.94788 2.96108
H -4.13170 -1.84006 -2.06407
H 3.16887 -0.47776 -5.31496
H -2.97375 -0.50943 2.49604
H 0.11145 1.97917 1.62610
H -1.58492 -1.11876 1.56832
H 0.50225 2.77339 -6.12112
H 1.34468 -2.41565 3.73308
H 2.69095 -3.91610 1.59202
H -2.58675 2.46194 1.62922
H 0.10672 -1.67962 -1.47783
H -2.13966 1.94664 -1.87734
H -1.96469 -2.99491 -1.71096
H -4.22023 0.62769 -2.15537
H -0.18093 2.80245 -3.74026
H -2.66200 0.09219 0.85494
H 2.47526 -0.44504 -2.91940
H -2.92401 1.97112 3.30504
H 2.17348 1.12971 -6.90223
```

Output
- DFT total energy (Ha) = -7156.188598
- HOMO-LUMO gap (hartree) = 0.235
- F_max (hartree/bohr) = 0.004
- relative energy (zero: lowest compared OMol25 entry of this formula, charge and spin) (kcal/mol) = 0.5
- E_LUMO (eV) = -1.28